1.
{"formula": "C36H25F5N3O2", "method": "ωB97M-V with the def2-TZVPD basis set", "fmax_ev_per_a": 3.5, "total_charge": 1, "de_lowest_kcal_mol": 11.6, "e_tot_ev": -59881.3096, "e_homo_ev": -9.36, "lumo_energy_ev": -3.94, "mol_weight_g_mol": 626.6, "gap_ev": 5.42, "species": ["C", "N", "C", "C", "N", "C", "C", "F", "C", "F", "C", "F", "C", "F", "C", "F", "C", "C", "C", "C", "C", "C", "C", "C", "C", "C", "O", "H", "H", "H", "H", "H", "H", "H", "H", "H", "H", "H", "H", "C", "C", "C", "C", "C", "C", "N", "C", "C", "C", "C", "C", "C", "C", "C", "C", "O", "C", "C", "H", "H", "H", "H", "H", "H", "H", "H", "H", "H", "H", "H", "H"], "xyz": [[-4.72288, -1.98694, 2.93079], [-3.96228, -0.75485, 3.06205], [-4.55816, 0.49113, 3.22265], [-3.55722, 1.39969, 3.28122], [-2.35650, 0.70047, 3.21774], [-1.06293, 1.27857, 3.45413], [-0.57503, 2.22872, 2.57368], [-1.28825, 2.49021, 1.45291], [0.67130, 2.82851, 2.77496], [1.14719, 3.71481, 1.87938], [1.43960, 2.45265, 3.87754], [2.64472, 3.02498, 4.08191], [0.98280, 1.45896, 4.74460], [1.78060, 1.00812, 5.72951], [-0.27403, 0.89379, 4.53669], [-0.72518, -0.06252, 5.37901], [-2.60993, -0.59785, 3.01230], [-1.61053, -1.68490, 2.96162], [-0.30502, -1.39986, 2.36680], [0.68830, -2.32199, 2.47033], [2.05824, -1.92490, 2.74192], [2.86668, -2.65196, 3.65442], [4.11021, -2.14722, 3.99863], [4.58146, -0.96637, 3.40936], [3.76567, -0.23152, 2.55288], [2.48856, -0.68458, 2.24247], [-1.91235, -2.80930, 3.39940], [-4.05269, -2.83016, 3.09900], [-5.52754, -2.00351, 3.68165], [-5.17498, -2.04796, 1.92498], [-5.63008, 0.60614, 3.28179], [-3.56613, 2.46779, 3.38069], [-0.16915, -0.44247, 1.86809], [0.47241, -3.40213, 2.47746], [2.46913, -3.59055, 4.04759], [4.71963, -2.68100, 4.71946], [5.55813, -0.57638, 3.66849], [4.09385, 0.70694, 2.10719], [1.83424, -0.12667, 1.56296], [-3.40030, -0.81102, -1.73538], [-3.67682, -1.78696, -0.76696], [-2.65038, -2.58373, -0.26139], [-1.32867, -2.42345, -0.70169], [-0.28827, -3.40998, -0.17172], [1.04906, -3.27905, -0.66329], [2.06489, -4.20304, -0.49561], [1.85598, -5.33364, 0.25219], [2.86753, -6.25505, 0.46950], [4.12666, -6.06399, -0.07577], [4.36896, -4.93314, -0.87057], [3.32770, -3.98712, -1.09655], [3.55259, -2.90089, -1.94986], [4.80389, -2.71580, -2.53856], [5.85382, -3.61620, -2.29878], [5.63090, -4.72064, -1.48760], [-0.66342, -4.25898, 0.67454], [-1.06167, -1.42322, -1.65445], [-2.09445, -0.64192, -2.18458], [-4.20477, -0.20101, -2.13943], [-4.69011, -1.97508, -0.42335], [-2.88497, -3.38847, 0.44156], [1.20346, -2.61552, -1.51385], [0.85104, -5.49855, 0.61691], [2.59422, -7.12517, 1.05506], [4.93060, -6.78154, 0.07305], [2.77787, -2.18025, -2.19547], [4.95660, -1.85266, -3.18548], [6.83675, -3.43625, -2.73738], [6.42903, -5.44268, -1.29945], [-0.05447, -1.27755, -2.03058], [-1.86524, 0.07865, -2.97217]]}

2.
{"formula": "C23H38BN8OSr", "method": "ωB97M-V with the def2-TZVPD basis set", "fmax_ev_per_a": 2.2, "total_charge": 1, "de_lowest_kcal_mol": 7.0, "e_tot_ev": -39949.1521, "e_homo_ev": -11.37, "lumo_energy_ev": -2.05, "mol_weight_g_mol": 541.0, "gap_ev": 9.32, "species": ["Sr", "C", "C", "C", "C", "C", "C", "N", "N", "B", "N", "C", "C", "C", "N", "C", "C", "C", "N", "C", "C", "C", "N", "C", "C", "C", "H", "H", "H", "H", "H", "H", "H", "H", "H", "H", "H", "H", "H", "H", "H", "H", "H", "H", "H", "H", "H", "H", "H", "H", "H", "H", "H", "H", "C", "C", "C", "N", "H", "H", "H", "H", "H", "C", "C", "N", "O", "H", "H", "H", "H", "H"], "xyz": [[0.00875, -0.80557, -0.29051], [3.55194, 2.79080, -2.73336], [2.52029, 1.75187, -2.29958], [1.18624, 2.00849, -3.01016], [2.37737, 1.72302, -0.79989], [2.92244, 2.61406, 0.13520], [2.62181, 2.06468, 1.36605], [1.92761, 0.93395, 1.16877], [1.75517, 0.72927, -0.15659], [1.42028, 0.00258, 2.30495], [-0.10744, 0.19252, 2.50464], [-0.66130, 0.86202, 3.52692], [-2.03490, 0.80618, 3.39358], [-2.25369, 0.04423, 2.23704], [-1.07733, -0.29330, 1.69808], [-3.56684, -0.44966, 1.68744], [-4.70291, -0.20632, 2.67835], [-3.90853, 0.17993, 0.33193], [1.78396, -1.46586, 2.03461], [2.61632, -2.20018, 2.79202], [2.72146, -3.45803, 2.23597], [1.89775, -3.41961, 1.10261], [1.34153, -2.21254, 0.99600], [1.62348, -4.49502, 0.08981], [2.13549, -4.07298, -1.29433], [2.24818, -5.82385, 0.50560], [3.68601, 2.75274, -3.81405], [3.22009, 3.79745, -2.47166], [4.51874, 2.61082, -2.26330], [2.87763, 0.76363, -2.60594], [0.73711, 2.93534, -2.65222], [1.34794, 2.10214, -4.08509], [0.48796, 1.18994, -2.83454], [3.49833, 3.50366, -0.05124], [2.89133, 2.39405, 2.35581], [1.96077, 0.33989, 3.31430], [-0.05710, 1.30448, 4.30147], [-2.76563, 1.21769, 4.06780], [-3.46599, -1.52941, 1.53863], [-4.85754, 0.86330, 2.83321], [-5.63076, -0.62663, 2.29142], [-4.49453, -0.67001, 3.64251], [-3.91345, 1.26759, 0.40859], [-3.18424, -0.11377, -0.42815], [-4.89962, -0.14308, 0.00974], [3.08127, -1.79215, 3.67372], [3.31008, -4.27534, 2.61386], [0.53718, -4.62138, 0.02728], [3.20554, -3.86456, -1.25166], [1.97333, -4.87493, -2.01553], [1.62297, -3.17891, -1.65749], [3.33555, -5.73673, 0.53924], [1.89507, -6.13839, 1.48775], [1.99298, -6.60095, -0.21419], [-1.87075, 5.15745, 0.22011], [-1.00965, 4.04658, 0.83624], [-1.06879, 2.82080, 0.06207], [-1.11581, 1.85139, -0.55058], [-1.79124, 6.05348, 0.83164], [-2.91780, 4.86173, 0.17639], [-1.53674, 5.39751, -0.78810], [-1.34516, 3.81698, 1.84934], [0.03609, 4.35505, 0.89069], [-2.10901, -1.94245, -4.19180], [-1.76194, -0.95658, -3.11675], [-2.27544, 0.26866, -3.20929], [-1.01938, -1.27002, -2.16801], [-2.75206, -1.51771, -4.95831], [-2.60203, -2.80013, -3.73513], [-1.18742, -2.30474, -4.64603], [-2.87479, 0.53028, -3.97141], [-2.05623, 0.95455, -2.49649]]}

3.
{"formula": "C30H20BrCl2IrN2O3", "method": "ωB97M-V with the def2-TZVPD basis set", "fmax_ev_per_a": 0.9, "total_charge": 1, "de_lowest_kcal_mol": 84.0, "e_tot_ev": -138475.8028, "e_homo_ev": [-9.86, -9.76], "lumo_energy_ev": [-6.12, -6.15], "multiplicity": 2, "mol_weight_g_mol": 799.5, "gap_ev": [3.74, 3.61], "species": ["Ir", "Br", "C", "C", "C", "C", "O", "C", "C", "N", "C", "C", "C", "C", "C", "C", "C", "C", "N", "C", "C", "H", "H", "H", "H", "H", "H", "H", "H", "H", "H", "Cl", "C", "C", "C", "C", "O", "C", "C", "O", "C", "H", "H", "H", "H", "Cl", "C", "C", "C", "C", "C", "C", "C", "H", "H", "H", "H", "H", "H"], "xyz": [[1.00022, 0.70058, -0.02465], [-1.66658, 4.72238, 5.56472], [-0.97923, 3.99633, 3.96115], [-1.04175, 4.76018, 2.77457], [-0.55897, 4.26049, 1.60349], [0.01004, 2.96003, 1.52097], [0.41129, 2.57375, 0.35855], [0.09296, 2.19999, 2.73423], [0.69250, 0.92918, 2.86040], [1.21577, 0.23044, 1.88351], [1.84434, -1.00483, 2.08876], [2.29260, -1.45717, 3.33857], [2.97034, -2.65383, 3.49485], [3.25289, -3.41658, 2.38545], [2.81225, -3.00546, 1.10550], [3.08275, -3.91799, 0.07241], [2.56037, -4.05416, -1.22356], [1.59267, -3.28020, -1.78576], [1.79015, -1.22474, -0.33281], [2.09769, -1.79127, 0.96797], [-0.42613, 2.75918, 3.93981], [-1.48030, 5.74870, 2.80565], [-0.60353, 4.83381, 0.68734], [0.69041, 0.50514, 3.86035], [2.14320, -0.83519, 4.21010], [3.30433, -2.96275, 4.47486], [3.79985, -4.34507, 2.47998], [3.75686, -4.71833, 0.36262], [2.87684, -4.93020, -1.77358], [1.16108, -3.63982, -2.71584], [-0.37032, 2.17535, 4.85020], [-3.30337, 4.51249, -4.53351], [-2.16580, 3.45162, -3.76073], [-0.90020, 3.25978, -4.31698], [0.00287, 2.42180, -3.70496], [-0.30305, 1.74017, -2.51240], [0.59850, 0.92252, -2.02145], [-1.59874, 1.93396, -1.96198], [-2.13313, 1.27430, -0.77464], [-1.57574, 0.49886, -0.01049], [-2.50566, 2.79412, -2.60742], [-0.63460, 3.77750, -5.22918], [0.98854, 2.27457, -4.12629], [-3.19181, 1.52708, -0.58275], [-3.49263, 2.93516, -2.18316], [-0.33816, -3.68039, 0.98229], [-1.17550, -2.83765, -0.28934], [-2.55784, -2.92821, -0.29862], [-3.27539, -2.33313, -1.32150], [-2.61132, -1.64822, -2.32825], [-1.23530, -1.53473, -2.28682], [-0.48775, -2.11235, -1.25904], [1.02606, -1.98596, -1.36566], [-3.05781, -3.47911, 0.48528], [-4.35395, -2.41279, -1.33151], [-3.16317, -1.18526, -3.13497], [-0.72155, -0.96277, -3.04916], [1.15230, -1.32421, -2.23626], [2.68967, -1.01712, -0.77026]]}

4.
{"formula": "C6H6ClNO2", "method": "ωB97M-V with the def2-TZVPD basis set", "fmax_ev_per_a": 3.8, "total_charge": 0, "de_lowest_kcal_mol": 117.3, "e_tot_ev": -24420.4745, "e_homo_ev": -8.96, "lumo_energy_ev": 0.69, "mol_weight_g_mol": 159.6, "gap_ev": 9.65, "species": ["C", "C", "C", "C", "C", "C", "N", "O", "O", "Cl", "H", "H", "H", "H", "H", "H"], "xyz": [[-0.58341, 0.36793, -1.08701], [-0.98655, 1.64436, -1.42285], [-1.31897, 0.00629, 0.09715], [2.66682, -0.43780, 0.45320], [2.28119, 0.57868, -0.44911], [-1.29995, -1.19981, 0.95072], [-2.15306, 0.95198, 0.41597], [-1.95107, 1.96083, -0.55531], [1.56402, 0.54560, 0.69539], [0.72007, -0.47865, -1.86259], [2.25730, -1.45662, 0.22827], [3.42724, -0.44087, 1.18390], [-0.86637, 2.33894, -2.21820], [-1.47455, -2.17696, 0.40664], [-0.23287, -1.09224, 1.40144], [-2.04985, -1.11165, 1.76241]]}